#a
{"formula": "CH3F2OPS", "method": "ωB97M-V with the def2-TZVPD basis set", "mol_weight_g_mol": 132.1, "lumo_energy_ev": 0.51, "total_charge": 0, "orbital_gap_ev": 10.807, "smiles": "COP(F)(F)=S", "elements": ["C", "O", "F", "F", "P", "S", "H", "H", "H"], "positions_angstrom": [[0.0183, 0.6584, 1.1286], [0.8010, 0.5746, -0.1038], [-0.3219, -1.7900, -0.1219], [-1.4867, -0.2584, -1.2167], [0.0705, -0.6334, -1.1653], [1.1109, -0.8106, -2.7658], [-0.9746, 0.3476, 1.1608], [0.1692, 1.6954, 1.1018], [0.6132, 0.2165, 1.9822]]}


#b
{"formula": "CH3F2OPS", "method": "ωB97M-V with the def2-TZVPD basis set", "mol_weight_g_mol": 132.1, "lumo_energy_ev": [-2.65, -2.65], "total_charge": 0, "orbital_gap_ev": [8.320, 8.324], "elements": ["C", "O", "F", "F", "P", "S", "H", "H", "H"], "positions_angstrom": [[-0.1484, 0.1131, 0.1143], [-0.9220, 0.1515, 1.3196], [-1.5911, -2.2257, 1.3086], [1.3806, -1.8845, 2.0444], [-1.0550, -1.0603, 2.2986], [-1.9703, -0.8319, 3.9689], [0.6934, 0.7886, 0.2440], [-0.7906, 0.4543, -0.6962], [0.2176, -0.8924, -0.0861]]}


Verdict on stability: #b comes out at the bottom.


#a
{"formula": "C13H13PS", "method": "ωB97M-V with the def2-TZVPD basis set", "mol_weight_g_mol": 232.3, "lumo_energy_ev": 0.45, "total_charge": 0, "orbital_gap_ev": 8.052, "smiles": "C=P(S)(c1ccccc1)c1ccccc1", "elements": ["C", "C", "C", "C", "C", "C", "C", "C", "C", "C", "C", "C", "C", "P", "S", "H", "H", "H", "H", "H", "H", "H", "H", "H", "H", "H", "H", "H"], "positions_angstrom": [[3.7519, 1.1161, -0.6775], [-3.5375, 1.3486, -1.0422], [3.3650, 0.9985, 0.6391], [2.9575, 0.5200, -1.6601], [-3.2213, 0.2748, -1.7954], [-2.9479, 1.6840, 0.2093], [2.3217, 0.1423, 1.0467], [1.7960, -0.2130, -1.3362], [-2.1976, -0.5814, -1.2475], [-1.9034, 0.8678, 0.6375], [1.5776, -0.4353, 0.0214], [-1.5403, -0.2793, -0.0937], [-0.3115, -1.3838, 2.3843], [-0.3254, -1.3444, 0.6834], [-0.3133, -3.0961, -0.5161], [4.8380, 1.5898, -0.8561], [-4.4666, 1.8784, -1.2850], [4.1289, 1.3771, 1.3186], [3.3095, 0.4646, -2.6085], [-3.7520, -0.0640, -2.6829], [-3.0284, 2.7082, 0.6131], [2.0004, -0.1535, 2.1478], [1.1032, -0.5526, -2.1569], [-1.8570, -1.3077, -1.8538], [-1.2329, 1.2207, 1.4259], [-1.1068, -0.8471, 2.8587], [-0.3542, -2.3573, 2.9126], [-1.5748, -2.9540, -0.8110]]}


#b
{"formula": "C13H13PS", "method": "ωB97M-V with the def2-TZVPD basis set", "mol_weight_g_mol": 232.3, "lumo_energy_ev": -0.14, "total_charge": 0, "orbital_gap_ev": 6.995, "elements": ["C", "C", "C", "C", "C", "C", "C", "C", "C", "C", "C", "C", "C", "P", "S", "H", "H", "H", "H", "H", "H", "H", "H", "H", "H", "H", "H", "H"], "positions_angstrom": [[0.8550, -2.0217, -2.3292], [-0.1262, 0.8849, 4.4247], [-0.3547, -1.5422, -2.6717], [1.6458, -1.3300, -1.3534], [-1.0120, 1.7305, 3.7743], [0.4872, -0.1369, 3.7195], [-0.8493, -0.2745, -2.1448], [1.1013, -0.3453, -0.6164], [-1.2880, 1.5429, 2.4367], [0.2296, -0.3171, 2.3725], [-0.2958, 0.0147, -0.7745], [-0.6631, 0.5236, 1.7068], [-1.0487, 0.3634, 0.3231], [-0.4914, 0.7565, -4.1622], [1.5698, 0.6492, -4.3720], [1.2469, -2.9209, -2.7815], [0.0728, 1.0177, 5.4781], [-0.9400, -2.0139, -3.4523], [2.6694, -1.6336, -1.2043], [-1.4955, 2.5312, 4.3161], [1.1659, -0.8079, 4.2263], [-1.9275, -0.1425, -2.1942], [1.6703, 0.1549, 0.1551], [-1.9830, 2.2000, 1.9327], [0.6845, -1.1388, 1.8397], [-2.0774, 0.6533, 0.1197], [-0.4109, 2.0449, -3.6248], [1.5650, -0.4425, -5.1442]]}


Verdict on stability: #a comes out at the bottom.


#a
{"formula": "C13H21NO4", "method": "ωB97M-V with the def2-TZVPD basis set", "mol_weight_g_mol": 255.3, "lumo_energy_ev": 0.88, "total_charge": 0, "orbital_gap_ev": 9.028, "smiles": "COc1cccc(OCCOCCNCCO)c1", "elements": ["C", "H", "O", "C", "C", "C", "C", "C", "C", "H", "H", "H", "O", "C", "C", "O", "C", "C", "N", "H", "C", "C", "O", "H", "H", "H", "H", "H", "H", "H", "H", "H", "H", "H", "H", "H", "H", "H", "H"], "positions_angstrom": [[1.3901, 3.5941, -0.0653], [0.6019, 4.2957, 0.2053], [0.8953, 2.3202, 0.2617], [1.7076, 1.2348, 0.0716], [1.1686, 0.0186, 0.4907], [1.8832, -1.1533, 0.3143], [3.1586, -1.1024, -0.2560], [3.6874, 0.1062, -0.6491], [2.9708, 1.2847, -0.4997], [3.4056, 2.2148, -0.8289], [4.6731, 0.1411, -1.0893], [3.7089, -2.0217, -0.3760], [1.4647, -2.4012, 0.6800], [0.1218, -2.6320, 1.0386], [-0.8101, -2.6919, -0.1778], [-1.1737, -1.3829, -0.5394], [-1.9679, -1.2799, -1.6953], [-2.2859, 0.2111, -1.8872], [-3.0734, 0.6878, -0.7733], [-4.0377, 0.8607, -1.0144], [-2.5306, 1.7115, 0.0988], [-2.7592, 1.2761, 1.5512], [-2.1151, 0.0574, 1.8126], [-2.1071, -0.4320, 0.9708], [-3.8406, 1.1746, 1.7357], [-2.3549, 2.0197, 2.2437], [-2.9843, 2.6991, -0.0668], [-1.4539, 1.7916, -0.0652], [-2.8020, 0.3363, -2.8458], [-1.3329, 0.7461, -1.9332], [-2.8990, -1.8533, -1.5698], [-1.4294, -1.6737, -2.5706], [-1.7073, -3.2790, 0.0739], [-0.2908, -3.1903, -1.0102], [-0.2505, -1.8842, 1.7454], [0.1345, -3.6117, 1.5233], [0.1899, 0.0354, 0.9375], [1.6002, 3.6837, -1.1368], [2.2955, 3.8322, 0.5018]]}


#b
{"formula": "C13H21NO4", "method": "ωB97M-V with the def2-TZVPD basis set", "mol_weight_g_mol": 255.3, "lumo_energy_ev": -0.14, "total_charge": 0, "orbital_gap_ev": 8.382, "elements": ["C", "C", "C", "C", "C", "H", "C", "N", "C", "O", "C", "O", "C", "C", "O", "O", "C", "C", "H", "H", "H", "H", "H", "H", "C", "H", "H", "H", "H", "H", "H", "H", "H", "H", "H", "H", "H", "H", "H"], "positions_angstrom": [[-1.1474, -3.6069, 0.4289], [-1.5357, -3.0311, -0.9784], [-1.7583, -1.4203, -0.9329], [-3.0667, -1.1675, -0.0694], [-3.4700, 0.1706, -0.2740], [-3.3740, 0.6338, -1.0793], [-2.8366, 1.1196, 1.0333], [-1.3434, 1.3254, 0.5092], [-0.8431, 1.8925, -0.5642], [-1.3530, 2.3439, -1.3892], [0.6670, 1.9375, -0.3288], [1.4416, 2.1776, -1.2487], [1.0260, 0.8893, 0.8906], [1.8584, -0.0898, 0.7782], [1.3697, -1.3050, 0.5632], [3.0348, 0.1158, 0.6922], [4.0387, -1.0501, 0.2017], [3.8772, -1.1621, -1.2716], [4.7807, -1.7101, -1.7275], [4.0346, -0.1199, -1.7578], [2.8896, -1.5079, -1.7070], [3.6415, -1.7124, 0.8467], [4.9869, -0.4175, 0.4963], [1.5406, 1.8071, 1.7780], [-0.3777, 0.9463, 1.3441], [-0.4305, -0.2836, 1.6926], [-0.5077, 1.0698, 2.5593], [-3.1075, 2.4254, 0.7404], [-2.9826, 0.8628, 2.0017], [-4.5251, 0.4251, 0.1672], [-3.9656, -1.6110, -0.4399], [-2.9729, -1.4340, 0.8721], [-0.9774, -1.0035, -0.5080], [-2.1089, -1.2608, -1.9394], [-2.6490, -3.5824, -1.2732], [-0.8995, -3.0202, -1.7074], [-0.2636, -3.0933, 0.4891], [-0.9798, -4.6460, 0.4943], [-1.9678, -3.4596, 1.1399]]}


Verdict on stability: #b comes out at the bottom.